196
Properties=species:S:1:pos:R:3:forces:R:3:lowdin_charge:R:1 method="wB97M-V/def2-TZVPD" lumo_energy_ev=0.047 spin_multiplicity=1 homo_lumo_gap_ev=9.72
C -4.780 -1.827 -3.528 0.133 0.288 -1.613 -0.05
C -4.537 -2.954 -2.608 1.074 0.107 0.591 -0.48
C -4.347 -4.285 -3.283 -0.390 -0.590 0.041 -0.05
O -3.304 -2.667 -1.909 0.036 -0.635 -0.004 -0.10
H -5.691 -1.993 -4.094 -0.413 0.250 0.046 0.09
H -3.988 -1.786 -4.308 -0.248 0.120 0.594 0.09
H -4.801 -0.892 -2.985 -0.158 0.287 -0.065 0.08
H -5.338 -3.015 -1.864 -0.043 -0.174 -0.022 0.14
H -3.939 -4.948 -2.525 0.015 -0.359 -0.067 0.07
H -3.707 -4.329 -4.174 0.090 0.519 0.299 0.09
H -5.315 -4.667 -3.605 -0.072 -0.124 0.049 0.08
H -3.438 -1.873 -1.361 -0.028 0.183 0.114 0.05
C 3.680 -4.130 -1.242 0.558 -0.515 0.116 -0.03
C 3.400 -2.845 -0.531 -0.521 -0.194 -0.273 -0.48
C 3.759 -1.696 -1.397 0.678 1.216 -0.322 -0.06
O 2.013 -2.790 -0.232 -0.504 0.387 -0.086 -0.08
H 3.125 -4.130 -2.165 -0.256 -0.113 -0.490 0.07
H 3.356 -4.977 -0.642 0.110 -0.240 0.048 0.08
H 4.742 -4.233 -1.490 -0.127 -0.062 0.118 0.10
H 3.926 -2.768 0.403 0.543 -0.019 0.515 0.12
H 4.851 -1.593 -1.342 -0.185 0.003 -0.340 0.08
H 3.389 -0.762 -0.959 -0.117 -0.040 -0.115 0.08
H 3.433 -1.773 -2.453 0.033 -0.097 0.580 0.10
H 1.718 -3.672 0.030 -0.257 -0.278 0.302 0.04
C 3.110 -0.799 4.357 -0.104 0.929 0.640 -0.04
C 3.698 -2.154 4.088 0.104 0.226 -0.695 -0.44
C 2.770 -3.271 3.643 -0.246 -0.395 0.670 -0.03
O 4.638 -1.910 3.028 0.528 -0.193 -0.220 -0.09
H 2.621 -0.756 5.337 -0.276 -0.202 -0.294 0.09
H 2.442 -0.430 3.578 -0.100 -0.249 -0.033 0.07
H 3.922 -0.056 4.449 -0.093 -0.375 -0.182 0.09
H 4.251 -2.415 4.986 0.179 -0.450 0.137 0.13
H 2.099 -2.975 2.831 0.288 0.047 -0.035 0.07
H 2.133 -3.575 4.482 0.045 -0.008 -0.114 0.08
H 3.349 -4.177 3.354 -0.305 0.579 0.058 0.10
H 5.012 -2.749 2.739 -0.033 -0.025 0.054 0.10
C -4.219 -1.885 1.678 0.866 -0.708 0.686 -0.17
C -4.485 -0.594 0.993 -0.013 0.529 -0.228 -0.21
O -3.874 -0.521 -0.301 0.280 0.576 0.243 -0.08
O -2.834 -1.895 2.159 -1.158 -0.490 0.279 -0.11
H -4.396 -2.752 1.003 0.220 0.470 0.156 0.12
H -4.919 -2.013 2.533 0.404 0.248 -0.394 0.14
H -4.209 0.265 1.605 0.380 -0.133 0.102 0.10
H -5.546 -0.489 0.926 -0.983 0.007 -0.454 0.11
H -3.581 0.409 -0.463 -0.161 -0.644 0.005 0.07
H -2.815 -2.585 2.863 0.197 0.228 -0.602 0.06
C -0.547 -4.539 1.396 0.702 1.138 1.054 -0.21
C -1.634 -5.227 0.679 -0.077 -0.612 0.823 -0.22
O -1.620 -6.562 1.256 -0.189 0.602 -0.833 -0.05
O 0.740 -4.922 0.880 0.184 -0.893 -0.105 -0.09
H -0.597 -4.754 2.499 -0.039 0.209 -1.015 0.13
H -0.653 -3.438 1.268 0.323 -0.692 0.075 0.11
H -1.464 -5.192 -0.397 0.008 -0.338 -0.106 0.11
H -2.567 -4.722 0.893 -0.422 0.076 0.017 0.10
H -2.097 -7.110 0.639 -0.230 -0.594 -0.135 0.08
H 0.816 -5.904 0.862 -0.312 1.024 0.210 0.12
C -0.064 -0.163 -0.685 1.309 0.957 -0.274 -0.19
C -0.504 -0.807 0.574 0.180 -0.175 0.620 -0.20
O 0.613 -1.113 1.451 -1.660 0.993 0.230 -0.07
O 0.101 1.283 -0.551 0.104 -0.674 -0.120 -0.10
H -0.780 -0.426 -1.447 -0.605 0.726 -0.438 0.10
H 0.864 -0.602 -1.071 0.053 0.066 0.303 0.11
H -1.066 -1.698 0.297 0.052 -0.339 0.229 0.09
H -1.249 -0.158 1.065 0.607 -0.224 0.207 0.12
H 1.186 -1.685 0.940 0.735 -0.528 -0.422 0.03
H 0.943 1.520 -0.075 -0.650 -0.445 -0.210 0.07
C -4.298 3.328 -0.015 -0.686 0.494 0.129 -0.23
C -2.975 2.760 0.326 0.948 1.277 1.674 -0.28
O -2.464 2.085 -0.769 0.724 -1.260 -0.471 -0.09
O -5.195 2.273 -0.307 -0.855 -0.404 -0.081 -0.06
H -4.177 4.005 -0.867 -0.146 -0.031 -0.022 0.12
H -4.712 3.912 0.841 0.325 -0.464 -0.542 0.13
H -3.031 2.134 1.253 0.029 0.374 -0.682 0.11
H -2.335 3.654 0.540 -0.112 -0.515 0.227 0.13
H -1.544 1.779 -0.541 -0.471 0.400 -0.408 0.06
H -5.282 2.097 -1.254 0.218 0.277 0.316 0.11
C 0.182 -2.098 -6.723 -0.115 -0.077 0.049 -0.21
C 1.670 -2.000 -6.423 -0.387 0.657 -1.100 -0.23
O 2.341 -2.899 -7.336 -0.051 0.899 0.797 -0.06
O -0.593 -1.280 -5.832 0.204 -0.479 -0.235 -0.11
H -0.102 -3.175 -6.663 -0.130 0.606 0.001 0.12
H 0.017 -1.752 -7.748 -0.222 -0.100 0.225 0.13
H 1.786 -2.202 -5.359 0.629 -0.193 0.026 0.11
H 2.003 -0.956 -6.656 0.004 -0.965 0.324 0.13
H 2.303 -3.767 -6.941 0.062 -0.457 0.122 0.07
H -0.617 -1.716 -4.948 -0.132 0.097 -0.209 0.05
C -5.533 2.074 4.111 0.909 -0.323 -0.629 -0.23
C -6.740 2.454 3.323 -1.360 0.752 1.701 -0.30
O -7.060 1.645 2.250 0.489 -0.587 -1.124 -0.04
O -4.442 2.361 3.251 0.647 0.318 0.057 -0.10
H -5.527 0.988 4.284 -0.302 0.154 0.303 0.13
H -5.465 2.623 5.074 -0.097 -0.206 -0.457 0.13
H -6.692 3.476 2.972 0.399 0.579 0.150 0.12
H -7.559 2.443 4.051 -0.356 -0.147 -0.263 0.12
H -6.485 1.945 1.521 -0.293 -0.479 0.062 0.07
H -3.728 1.718 3.396 0.099 -0.080 0.065 0.02
C 2.721 3.162 1.540 0.282 -0.002 -0.511 -0.19
C 3.396 2.767 2.823 -0.444 0.730 1.223 -0.24
O 4.783 2.489 2.707 -0.589 -0.157 -0.329 -0.05
O 2.500 1.963 0.761 0.223 0.164 -0.516 -0.09
H 3.322 3.886 0.951 -0.360 -0.278 0.388 0.13
H 1.744 3.603 1.771 0.258 -0.048 -0.204 0.09
H 2.811 1.931 3.238 0.335 -0.133 -0.107 0.11
H 3.298 3.561 3.578 0.087 0.004 -0.326 0.13
H 4.800 1.872 1.971 0.559 -0.482 -0.268 0.04
H 3.147 1.916 0.030 -0.224 0.115 0.207 0.07
C -1.797 -3.934 5.442 1.468 0.299 -0.421 -0.21
C -2.855 -4.773 4.827 -0.501 -0.563 -0.326 -0.21
O -3.196 -4.243 3.533 -0.065 -0.286 -0.029 -0.09
O -0.519 -4.082 4.738 -1.027 0.901 0.518 -0.10
H -1.660 -4.190 6.504 -0.078 -0.049 -0.311 0.13
H -2.182 -2.919 5.388 0.371 0.481 0.042 0.10
H -3.743 -4.750 5.463 -0.038 -0.010 0.101 0.12
H -2.512 -5.799 4.758 0.050 -0.290 -0.250 0.13
H -3.646 -4.901 2.975 0.350 0.215 0.544 0.11
H -0.206 -3.176 4.474 -0.555 -0.698 0.356 0.05
C -1.583 5.726 -2.174 -0.095 1.793 -0.062 -0.23
C -0.414 4.879 -1.941 0.906 -0.808 0.890 -0.25
O 0.379 5.427 -0.882 0.237 0.110 -0.072 -0.08
O -1.207 7.000 -2.756 -1.374 -0.230 0.657 -0.05
H -2.119 5.915 -1.225 0.295 0.147 -0.345 0.13
H -2.266 5.224 -2.834 -0.390 -0.306 -0.483 0.11
H 0.164 4.803 -2.859 0.226 -0.146 -0.226 0.13
H -0.752 3.888 -1.643 -0.019 -0.309 -0.151 0.10
H 1.258 5.003 -0.876 -0.165 0.108 -0.190 0.06
H -0.324 7.000 -3.107 0.580 -0.337 -0.067 0.06
C -1.941 0.889 -4.030 0.135 0.759 -0.556 -0.22
C -0.737 1.822 -4.345 -0.478 -0.631 1.203 -0.21
O 0.173 1.368 -5.332 0.178 -0.339 0.099 -0.08
O -2.757 0.709 -5.180 0.135 -0.671 -0.025 -0.07
H -2.601 1.372 -3.292 0.566 -0.052 0.038 0.11
H -1.597 -0.087 -3.627 -0.086 0.543 -0.156 0.10
H -0.275 1.928 -3.343 0.414 0.123 -0.425 0.10
H -1.038 2.799 -4.689 -0.585 0.351 0.134 0.11
H -0.088 0.482 -5.637 -0.041 -0.076 0.102 0.05
H -2.388 -0.070 -5.617 -0.133 0.112 -0.356 0.06
C 7.419 0.725 0.087 0.109 -0.486 -1.307 -0.24
C 6.846 -0.031 1.226 -0.856 0.602 0.961 -0.25
O 5.521 -0.478 0.899 0.670 0.435 0.136 -0.08
O 6.718 1.937 -0.160 0.359 0.859 0.309 -0.08
H 7.290 0.066 -0.794 0.065 0.583 0.078 0.13
H 8.504 0.908 0.194 -0.434 -0.074 0.173 0.13
H 6.859 0.650 2.100 -0.237 -0.417 -0.049 0.13
H 7.526 -0.836 1.424 0.276 -0.821 0.297 0.11
H 5.072 -0.850 1.688 0.365 0.194 -0.121 0.05
H 7.093 2.630 0.421 -0.420 -0.535 -0.444 0.12
C -0.426 -0.133 4.850 -0.416 0.022 -0.237 -0.20
C -1.904 0.243 4.827 0.384 0.547 0.445 -0.22
O -2.416 0.482 3.536 0.129 -0.119 -0.674 -0.11
O -0.255 -1.348 4.103 1.006 1.103 -1.475 -0.12
H -0.140 -0.344 5.876 0.040 0.023 0.338 0.12
H 0.183 0.728 4.515 -0.208 -0.756 -0.161 0.10
H -2.049 1.174 5.408 0.033 -0.456 -0.183 0.13
H -2.469 -0.560 5.283 -0.239 -0.261 0.347 0.11
H -2.437 -0.362 3.021 -0.026 0.242 0.320 0.06
H 0.168 -1.092 3.217 -0.740 -0.828 1.126 0.08
C 0.082 -4.445 -2.712 -0.820 -0.475 -1.132 -0.23
C -0.064 -2.975 -2.522 -0.993 0.375 0.539 -0.20
O -1.053 -2.462 -3.443 1.083 0.008 -0.280 -0.11
O 0.644 -4.702 -4.009 -0.041 -0.158 -0.004 -0.07
H -0.928 -4.922 -2.706 0.619 0.181 0.479 0.13
H 0.733 -4.866 -1.957 0.121 -0.246 0.076 0.10
H 0.914 -2.510 -2.684 -0.369 0.266 -0.231 0.12
H -0.378 -2.755 -1.487 0.130 -0.058 -0.334 0.10
H -1.963 -2.641 -3.136 0.129 0.074 0.648 0.06
H -0.057 -4.531 -4.656 0.278 0.020 0.272 0.07
C 2.848 1.519 -3.201 0.596 -0.833 -1.192 -0.24
C 4.342 1.522 -2.904 -1.464 1.375 0.818 -0.16
O 4.329 2.350 -1.710 1.005 0.175 0.447 -0.13
O 2.688 0.618 -4.294 -0.279 0.338 0.252 -0.08
H 2.443 2.505 -3.461 0.363 0.057 0.101 0.13
H 2.316 1.179 -2.316 -0.155 -0.183 0.245 0.10
H 4.914 1.971 -3.737 -0.099 -0.295 0.544 0.14
H 4.639 0.514 -2.641 0.343 -0.146 -0.199 0.10
H 5.178 2.318 -1.232 0.033 -0.269 -0.218 0.06
H 1.935 0.979 -4.782 -0.382 -0.334 -0.316 0.04
C -0.511 3.234 3.267 1.063 0.461 1.674 -0.18
C -0.314 4.745 3.132 1.537 -1.047 -0.873 -0.27
O -1.208 5.504 3.893 -0.285 -0.120 0.031 -0.03
O -0.053 2.879 4.625 -0.238 -0.509 -1.407 -0.09
H 0.103 2.650 2.559 -0.231 0.321 0.364 0.11
H -1.544 2.956 3.123 -0.499 -0.167 0.024 0.09
H -0.308 4.950 2.051 -0.266 0.546 0.088 0.11
H 0.706 4.962 3.515 -0.570 0.029 -0.258 0.13
H -2.082 5.263 3.574 -0.359 0.186 0.114 0.09
H -0.424 3.518 5.228 -0.279 0.463 0.212 0.08
C 3.125 7.024 -2.473 0.214 -0.238 -0.258 -0.26
C 4.039 5.959 -1.869 -1.429 0.084 -0.382 -0.21
O 3.157 4.918 -1.434 0.712 -0.988 0.355 -0.12
O 2.269 7.681 -1.552 0.042 -0.358 -0.086 -0.06
H 2.497 6.540 -3.233 0.250 -0.111 -0.093 0.12
H 3.811 7.701 -3.015 -0.633 0.408 0.458 0.12
H 4.616 6.379 -1.047 0.117 -0.071 0.121 0.12
H 4.682 5.622 -2.686 0.183 -0.181 0.177 0.12
H 3.622 4.042 -1.407 -0.346 0.797 -0.315 0.06
H 1.514 7.077 -1.354 0.634 0.430 -0.049 0.06



14
Properties=species:S:1:pos:R:3:forces:R:3:lowdin_charge:R:1 method="wB97M-V/def2-TZVPD" lumo_energy_ev="-5.957 / -5.952" charge=+1 s_squared=2.002 spin_multiplicity=3 homo_lumo_gap_ev="7.07 / 7.08"
Mg -0.713 0.542 -1.269 -0.325 0.197 1.078 1.09
N -1.457 1.335 0.325 1.133 -1.012 -1.001 -0.38
S -1.205 0.910 1.727 -4.271 0.680 3.203 0.53
O -0.443 -0.392 2.031 0.441 -0.421 -0.850 -0.53
C 0.071 2.052 2.476 -0.773 0.954 0.017 -0.68
F -0.511 2.905 3.308 0.252 -0.261 -0.287 0.17
F 0.668 2.735 1.492 0.176 0.034 -0.027 0.11
F 1.015 1.384 3.127 0.435 -0.299 0.263 0.13
Tm 1.070 -1.402 1.057 -1.509 -0.697 2.039 1.48
S 2.753 -2.828 -0.526 -1.118 0.099 -0.039 0.60
O 2.967 -1.862 0.782 2.483 -0.087 -1.088 -0.81
S 1.588 -1.708 -1.935 1.825 -0.425 -0.046 0.59
O 0.521 -0.987 -0.889 -1.480 0.873 -1.115 -0.99
O -2.363 0.891 2.666 2.731 0.364 -2.146 -0.30



19
Properties=species:S:1:pos:R:3:forces:R:3:lowdin_charge:R:1 method="wB97M-V/def2-TZVPD" lumo_energy_ev=0.955 smiles=CNC[C@H](N)CO spin_multiplicity=1 homo_lumo_gap_ev=9.90
C -0.161 2.855 -1.399 0.378 0.540 -0.273 -0.15
N 0.034 1.962 -0.270 0.009 -0.273 -0.358 -0.12
C -0.055 0.578 -0.694 -0.337 -0.710 0.304 -0.23
C 0.229 -0.418 0.445 0.180 -0.184 -0.352 -0.38
N 1.507 -1.092 0.207 0.215 0.025 0.275 0.04
C -0.931 -1.411 0.527 0.633 -0.834 0.830 -0.21
O -0.616 -2.557 1.357 -0.053 0.405 -0.140 -0.08
H -1.164 2.780 -1.824 -0.018 -0.287 0.154 0.08
H 0.564 2.671 -2.206 -0.122 -0.028 -0.074 0.08
H -0.044 3.901 -1.109 0.037 -0.102 0.199 0.07
H 0.954 2.105 0.127 0.042 0.153 0.037 0.11
H -1.065 0.408 -1.081 -0.099 0.126 0.126 0.11
H 0.595 0.249 -1.524 0.166 0.624 -0.062 0.12
H 0.361 0.132 1.380 -0.375 -0.002 0.070 0.13
H 1.646 -1.332 -0.760 -0.137 -0.023 -0.330 0.06
H 1.556 -1.961 0.727 -0.063 0.085 0.118 0.06
H -1.838 -0.952 0.904 -0.260 0.272 -0.194 0.12
H -1.083 -1.859 -0.448 -0.221 0.151 -0.312 0.12
H -0.813 -2.345 2.274 0.024 0.062 -0.017 0.08